{"formula": "C32H49AsBrF4N2PPdSSi3", "method": "the ωB97M-V functional and the def2-TZVPD basis", "e_lumo_ha": [-0.168, -0.300], "total_charge": 2, "energy_ev": -225935.977, "e_above_lowest_kcal_mol": 34.9, "s_squared": 2.0089, "spin_multiplicity": 3, "orbital_gap_ha": [0.32594, 0.20460], "elements": ["Pd", "F", "C", "C", "F", "C", "F", "C", "P", "C", "C", "C", "C", "C", "C", "C", "C", "C", "C", "C", "C", "C", "Br", "C", "F", "H", "H", "H", "H", "H", "H", "H", "H", "H", "H", "C", "N", "C", "C", "S", "N", "C", "C", "H", "H", "H", "H", "H", "H", "H", "H", "H", "H", "H", "H", "C", "Si", "C", "C", "As", "Si", "C", "C", "C", "Si", "C", "C", "C", "H", "H", "H", "H", "H", "H", "H", "H", "H", "H", "H", "H", "H", "H", "H", "H", "H", "H", "H", "H", "H", "H", "H", "H", "H", "H", "H"], "positions_angstrom": [[-0.131563, 0.312774, -0.118413], [3.689790, -5.360671, 2.596005], [3.332579, -4.264325, 1.951561], [4.235964, -3.592608, 1.125921], [5.469697, -4.045479, 0.975004], [3.834045, -2.431037, 0.472296], [4.719762, -1.797440, -0.293885], [2.548126, -1.904210, 0.597629], [2.145047, -0.350579, -0.317207], [3.403142, 0.818706, 0.286538], [4.269707, 0.590186, 1.350769], [5.240589, 1.529207, 1.659886], [5.345505, 2.702860, 0.932331], [4.441683, 2.961667, -0.086712], [3.473244, 2.028434, -0.405114], [2.738264, -0.853361, -1.966352], [3.830952, -0.286585, -2.611625], [4.250090, -0.800614, -3.826645], [3.573808, -1.861780, -4.407676], [2.477672, -2.423190, -3.767990], [2.059842, -1.921090, -2.552081], [1.660059, -2.606173, 1.408186], [-0.134585, -2.072304, 1.622366], [2.041480, -3.759184, 2.085072], [1.156897, -4.375964, 2.863898], [4.214174, -0.319602, 1.932669], [5.922209, 1.337223, 2.472580], [6.120836, 3.414960, 1.165437], [4.493053, 3.885107, -0.639967], [2.775083, 2.221033, -1.212009], [4.376175, 0.524817, -2.151711], [5.121300, -0.382962, -4.306238], [3.903025, -2.258316, -5.353792], [1.957266, -3.259685, -4.209158], [1.203655, -2.351737, -2.047565], [1.608120, 0.003917, 4.739568], [1.168907, 1.144309, 3.957767], [2.180083, 2.160338, 3.745047], [0.042208, 1.142032, 3.228167], [0.059053, 1.961572, 1.713358], [-1.075998, 0.584730, 3.697395], [-1.321736, 0.373039, 5.109784], [-2.245284, 0.402158, 2.873632], [2.592358, -0.302304, 4.375073], [0.924834, -0.833222, 4.626958], [1.705167, 0.253427, 5.797300], [2.792715, 2.217772, 4.642941], [1.706533, 3.128193, 3.585613], [2.819585, 1.930239, 2.887348], [-0.587391, 0.899396, 5.711026], [-1.326671, -0.688732, 5.359424], [-2.305207, 0.781692, 5.342728], [-1.959643, 0.295825, 1.820280], [-2.918461, 1.257698, 2.969093], [-2.761013, -0.502508, 3.194369], [-5.335865, 0.408278, 1.072463], [-4.524069, -0.803102, -0.154774], [-4.072158, -2.484205, 0.627120], [-5.622406, -0.913916, -1.711269], [-2.379518, 0.175117, -0.948884], [-2.327960, 2.607117, -1.276136], [-3.597320, 2.958927, -2.650789], [-2.884171, 3.484638, 0.325517], [-0.527663, 3.085953, -1.716274], [-1.883285, -0.842705, -3.092327], [-0.298583, 0.081202, -3.618095], [-3.302089, -0.641190, -4.344719], [-1.603684, -2.672953, -2.608753], [-6.365405, 0.115862, 1.250817], [-5.355105, 1.416398, 0.669417], [-4.843967, 0.431924, 2.036821], [-4.868158, -2.843273, 1.271354], [-3.165677, -2.420575, 1.225257], [-3.911697, -3.246451, -0.129730], [-6.650936, -1.119218, -1.429365], [-5.309762, -1.703620, -2.386519], [-5.619464, 0.022922, -2.263165], [-4.598099, 2.703286, -2.319078], [-3.391057, 2.421943, -3.568932], [-3.591344, 4.017451, -2.875028], [-3.800953, 3.067487, 0.732287], [-3.076031, 4.527839, 0.094831], [-2.122913, 3.460492, 1.099708], [-0.329493, 3.009571, -2.781871], [0.210319, 2.468023, -1.180538], [-0.338513, 4.115291, -1.425745], [-0.548234, 1.019257, -4.109232], [0.297985, -0.497038, -4.317420], [0.329824, 0.310471, -2.748176], [-3.927420, 0.221777, -4.131604], [-3.943877, -1.516394, -4.346590], [-2.916918, -0.527576, -5.353098], [-1.120192, -2.761177, -1.635082], [-0.992416, -3.192645, -3.341217], [-2.548457, -3.202836, -2.542061]], "forces_ev_per_angstrom": [[0.8, 0.1, 1.1], [0.0, 0.2, -0.2], [0.0, 0.2, -0.1], [-0.1, 0.0, 0.0], [-0.2, 0.0, 0.1], [-0.1, -0.1, 0.0], [0.2, -0.3, 0.2], [-0.1, 0.1, 0.1], [1.0, -0.5, 0.2], [-0.4, 0.2, 0.0], [-0.1, -0.1, -0.2], [0.0, 0.0, 0.0], [-0.1, 0.0, 0.0], [0.0, 0.1, -0.1], [-0.1, -0.1, 0.1], [-0.4, 0.1, -0.1], [-0.1, 0.1, 0.1], [0.0, 0.0, 0.0], [0.0, 0.0, 0.0], [0.0, -0.1, 0.0], [0.0, 0.2, 0.1], [0.3, -0.1, 0.0], [-0.2, -0.1, 0.0], [-0.1, 0.2, -0.1], [0.3, -0.1, 0.0], [0.0, -0.1, 0.0], [0.1, 0.0, 0.1], [0.1, 0.1, 0.0], [0.0, 0.1, -0.1], [0.0, 0.1, 0.0], [0.1, 0.0, 0.0], [0.1, 0.1, -0.1], [0.1, -0.1, -0.1], [0.0, -0.1, -0.1], [-0.1, -0.1, 0.0], [0.0, -0.3, 0.3], [-0.5, -0.2, -0.2], [0.4, 0.4, -0.2], [0.1, -0.2, 0.3], [0.0, 0.1, -0.8], [0.6, 0.1, -0.2], [-0.1, 0.0, 0.5], [-0.2, -0.1, -0.6], [0.0, 0.0, 0.0], [0.0, 0.0, 0.0], [0.0, 0.0, 0.0], [0.0, 0.0, 0.0], [0.1, -0.1, 0.0], [-0.1, 0.0, 0.2], [0.0, 0.0, 0.0], [0.1, 0.0, 0.0], [0.0, 0.0, 0.0], [-0.2, 0.1, 0.4], [0.0, 0.0, 0.0], [-0.1, 0.0, 0.1], [0.6, -0.4, -0.5], [-0.5, -0.1, 0.2], [0.0, 0.7, -0.4], [0.7, 0.0, 0.5], [-1.2, 0.0, -0.8], [-0.3, 0.7, 0.2], [0.6, -0.4, 0.6], [0.3, -0.6, -0.6], [-0.5, -0.4, 0.2], [0.3, -0.3, -0.3], [-0.6, -0.2, 0.3], [0.4, 0.0, 0.6], [0.0, 0.8, 0.0], [-0.2, -0.2, -0.1], [0.0, 0.1, -0.1], [0.2, 0.0, 0.2], [-0.2, 0.1, 0.1], [0.1, 0.1, 0.1], [0.1, 0.0, -0.2], [-0.2, 0.0, 0.2], [0.1, -0.1, -0.1], [0.0, 0.1, 0.0], [-0.2, -0.1, 0.1], [0.1, -0.1, -0.2], [0.1, 0.4, 0.0], [-0.1, -0.1, 0.0], [0.0, 0.2, -0.2], [0.1, -0.1, 0.0], [0.0, -0.1, -0.1], [-0.1, 0.2, -0.2], [-0.1, 0.2, 0.1], [-0.1, 0.1, 0.0], [0.1, -0.2, -0.1], [-0.1, 0.0, -0.2], [0.0, 0.1, 0.0], [-0.1, -0.2, 0.1], [0.2, 0.0, -0.1], [0.1, 0.0, 0.0], [0.1, 0.0, -0.2], [-0.2, 0.0, 0.0]], "lowdin_spin": [0.870, 0.000, 0.000, 0.000, 0.000, 0.003, 0.001, 0.013, 0.107, 0.010, 0.004, 0.000, 0.004, 0.000, 0.003, 0.024, 0.009, 0.001, 0.009, -0.001, 0.011, 0.003, 0.051, 0.001, 0.001, 0.000, 0.000, 0.000, 0.000, 0.000, 0.000, 0.000, 0.001, 0.000, 0.002, 0.002, 0.021, 0.004, 0.031, 0.237, 0.024, 0.003, 0.006, 0.001, 0.000, 0.001, 0.000, 0.001, 0.001, 0.000, 0.001, 0.001, 0.009, 0.001, 0.000, 0.003, 0.028, 0.000, 0.013, 0.300, 0.042, 0.025, 0.002, 0.006, 0.044, 0.014, 0.014, 0.005, 0.000, 0.000, 0.000, 0.000, 0.000, 0.000, 0.002, 0.000, 0.001, 0.000, 0.000, 0.004, 0.000, 0.001, 0.003, 0.000, 0.003, 0.000, 0.001, 0.000, 0.011, 0.000, 0.000, 0.002, 0.002, 0.000, 0.000]}